Here is C4H3Br2O5S as an isolated structure in a non-equilibrium geometry from OMol25. Energies are from ωB97M-V with the def2-TZVPD basis set.

Last column: natural (NBO) charge in e.
Atoms and positions in Å:
1 C 1.4708 0.0432 -0.4478  0.727
2 C 0.5544 -1.6605 0.7298  -0.050
3 C -0.3470 -0.3160 1.0986  -0.329
4 C 0.3773 0.6997 0.3017  -0.482
5 O -1.3723 -0.2321 -1.8417  -0.959
6 O 2.3372 0.5118 -1.1249  -0.574
7 O -2.1464 1.7411 -0.6469  -0.948
8 O -0.2532 1.9470 -2.2326  -0.935
9 O 1.3087 -1.2816 -0.3371  -0.504
10 S -1.1206 1.1078 -1.4107  2.417
11 Br -2.2247 -0.6534 0.7806  0.013
12 Br 0.5777 2.5270 0.9062  0.048
13 H 1.2401 -2.0051 1.6682  0.160
14 H -0.1860 -2.3520 0.4199  0.200
15 H -0.2161 -0.0768 2.1368  0.216

Computed properties:
Calculated total energy, Ha: -6076.67746
HOMO-LUMO gap, eV: 8.177
Net charge: -1
HOMO energy, Ha: -0.18754

=====

Here is C51H50N6P2Sr as an isolated structure in a non-equilibrium geometry from OMol25. Energies are from ωB97M-V with the def2-TZVPD basis set.

Last column: Mulliken charge in e.
Atoms and positions in Å:
1 Sr -0.2432 0.2718 0.7208  1.604
2 C -1.1193 2.0058 3.5377  -0.597
3 C 0.0051 3.0319 3.7108  -0.964
4 C 0.8456 3.4029 2.4771  -0.112
5 C 1.4535 4.6834 2.3491  -0.912
6 C 2.2153 4.9467 1.1856  -0.830
7 C 2.3069 3.9599 0.2244  -0.542
8 C 1.6577 2.7266 0.4137  0.055
9 N 0.9264 2.4994 1.4946  1.214
10 N -0.9627 0.5509 3.2501  1.002
11 C -0.1560 -0.2250 4.1752  -1.332
12 C 1.3022 -0.3659 3.8593  0.997
13 C 2.1593 -0.4299 4.9713  -1.272
14 C 3.4301 -0.9797 4.8336  -0.611
15 C 3.8568 -1.3070 3.5497  -0.963
16 C 2.9714 -1.1248 2.4936  0.031
17 N 1.7131 -0.7072 2.6296  0.668
18 C -2.3349 0.0765 3.0560  0.204
19 C -2.4209 -1.3887 2.6913  -0.267
20 C -3.2522 -2.2767 3.3691  -0.883
21 C -3.3436 -3.6148 2.9285  -0.717
22 C -2.5175 -3.9935 1.8669  -0.802
23 C -1.6242 -3.0650 1.3572  -0.707
24 N -1.5695 -1.8183 1.7578  1.267
25 H -1.8399 2.3868 2.8423  -0.389
26 H -1.6169 2.0665 4.5070  0.394
27 H 0.6849 2.7419 4.5292  0.427
28 H -0.5674 3.9305 4.0594  0.565
29 H 1.2552 5.3993 3.1512  0.509
30 H 2.7066 5.8659 0.9857  0.440
31 H 2.7731 4.1230 -0.7523  0.333
32 H 1.7754 1.9766 -0.3973  -0.335
33 H -0.5486 -1.2377 4.1984  0.650
34 H -0.2295 0.1973 5.2181  0.004
35 H 1.7928 -0.1347 5.9409  0.487
36 H 4.0133 -1.1830 5.7053  0.452
37 H 4.7914 -1.7521 3.2835  0.506
38 H 3.3272 -1.3465 1.4685  0.125
39 H -2.8432 0.6948 2.2561  -0.763
40 H -3.0304 0.2272 3.8852  0.558
41 H -3.9550 -1.9603 4.1502  0.461
42 H -3.9332 -4.3255 3.4540  0.493
43 H -2.5632 -5.0296 1.4827  0.407
44 H -0.9552 -3.3347 0.5088  0.287
45 N 1.2789 -1.2748 -2.5236  -0.026
46 P 2.4792 -0.8931 -1.3978  0.199
47 C 3.8487 -2.0525 -1.7839  0.431
48 C 3.8363 -3.3160 -1.2154  -0.391
49 C 4.9170 -4.2033 -1.3060  -0.917
50 C 5.9771 -3.8647 -2.0732  -0.449
51 C 6.0070 -2.6143 -2.7162  -0.760
52 C 4.9627 -1.6993 -2.5411  -0.351
53 C 3.2582 0.7175 -1.9390  0.040
54 C 4.4860 1.1353 -1.4024  -0.525
55 C 5.0764 2.2911 -1.8839  -0.726
56 C 4.4520 3.0435 -2.8951  -0.580
57 C 3.1914 2.6777 -3.3598  -0.547
58 C 2.5830 1.5426 -2.8554  -0.088
59 P -0.4099 -1.2621 -1.9813  1.038
60 C -1.2594 -0.2775 -3.2747  0.057
61 C -1.1282 -0.6442 -4.6216  -0.595
62 C -1.8724 0.0125 -5.6017  -0.816
63 C -2.7192 1.1012 -5.2281  -0.509
64 C -2.7185 1.5064 -3.9165  -0.406
65 C -2.0256 0.8315 -2.9501  0.905
66 C -1.1041 -2.8937 -2.4363  0.232
67 C -2.4988 -3.0883 -2.2691  -0.569
68 C -3.0929 -4.2993 -2.5718  -0.553
69 C -2.3419 -5.3054 -3.1683  -0.593
70 C -0.9826 -5.1336 -3.3603  -0.448
71 C -0.3455 -3.9332 -2.9815  -0.396
72 H 1.4529 -1.1403 -3.5329  0.467
73 H 2.9904 -3.5795 -0.5852  0.389
74 H 4.8193 -5.1879 -0.9072  0.421
75 H 6.7435 -4.5577 -2.2175  0.449
76 H 6.8075 -2.4027 -3.4101  0.391
77 H 5.0538 -0.7313 -2.9747  0.516
78 H 4.9560 0.5254 -0.6481  0.565
79 H 6.0405 2.6552 -1.5272  0.421
80 H 4.8740 4.0005 -3.2447  0.327
81 H 2.6909 3.3057 -4.1132  0.372
82 H 1.5796 1.3288 -3.1748  0.338
83 H -0.4918 -1.4999 -4.9025  0.304
84 H -1.8608 -0.3137 -6.6438  0.366
85 H -3.2000 1.6566 -6.0362  0.369
86 H -3.3372 2.3924 -3.6177  0.352
87 H -2.0038 1.2092 -1.9128  -0.463
88 H -3.1363 -2.3419 -1.8236  0.311
89 H -4.1742 -4.3642 -2.4366  0.457
90 H -2.8113 -6.2295 -3.4915  0.372
91 H -0.3122 -5.9303 -3.7143  0.370
92 H 0.7584 -3.9188 -3.0065  0.268
93 C -4.2845 -0.1214 -0.1150  -0.509
94 C -4.2638 1.2375 0.5379  0.567
95 C -5.2324 1.5547 1.4700  -0.531
96 C -5.2121 2.7392 2.1751  -1.167
97 C -4.1635 3.6560 1.8647  -0.359
98 C -3.1438 3.3478 0.9583  0.890
99 C -2.1100 4.2655 0.5473  -1.419
100 C -3.0408 2.0014 0.3937  0.862
101 N -1.9199 1.5226 -0.1141  -1.793
102 H -5.2369 -0.6161 0.0433  0.427
103 H -3.4362 -0.7679 0.1340  -0.245
104 H -4.1546 0.0353 -1.1859  0.269
105 H -6.0408 0.8560 1.6016  0.397
106 H -5.9109 2.9290 2.9628  0.388
107 H -4.1136 4.6251 2.3843  0.330
108 H -2.2533 5.3401 0.7986  0.352
109 H -1.0746 4.0441 0.8865  0.126
110 H -2.0390 4.2063 -0.5478  0.252

Computed properties:
Calculated total energy, Ha: -3015.35886
HOMO-LUMO gap (spin up / spin down), eV: 4.496 / 4.494
Net charge: 0
HOMO energy (spin up / spin down), Ha: -0.15680 / -0.15680

=====

Here is a 2-piece molecular cluster, C23H37BrClFN2O2 overall in a non-equilibrium geometry from OMol25. Energies are from ωB97M-V with the def2-TZVPD basis set.

Last column: natural (NBO) charge in e.
Atoms and positions in Å:
1 C -6.0495 1.4758 -1.3837  -0.618
2 C -5.6353 2.3878 -0.1673  -0.396
3 C -5.1267 1.5393 1.0530  -0.402
4 C -3.5879 1.2229 0.8742  -0.411
5 C -3.2701 -0.2380 0.4153  -0.425
6 C -1.7134 -0.5447 0.3506  -0.243
7 N -0.9598 0.4668 -0.4526  -0.384
8 C -0.2489 1.5030 0.3703  -0.245
9 C 0.9392 0.8448 1.1333  -0.082
10 C 1.6888 1.7994 2.1438  -0.435
11 C 0.7993 2.9163 2.7859  -0.170
12 C 0.8732 4.2099 1.8989  -0.630
13 Cl 1.3535 3.4101 4.4538  -0.070
14 N 1.9314 0.4011 0.1300  -0.648
15 C 1.3720 -0.5329 -0.8734  -0.198
16 C 1.2267 -2.0144 -0.3597  0.715
17 O 1.2255 -2.3525 0.8561  -0.767
18 O 1.1369 -2.9014 -1.2637  -0.754
19 C -0.0106 -0.1287 -1.4676  -0.066
20 C 0.0521 0.7936 -2.7457  -0.238
21 Br 0.1193 -0.4507 -4.3078  0.024
22 C 1.3254 1.7159 -2.8461  -0.464
23 C 0.9333 3.0645 -3.5827  -0.618
24 H -6.6813 2.0890 -2.0786  0.219
25 H -5.1507 1.1764 -1.9744  0.195
26 H -6.6230 0.5778 -1.0488  0.211
27 H -4.8845 3.1317 -0.5330  0.198
28 H -6.5589 2.9207 0.1656  0.209
29 H -5.6967 0.5944 1.2008  0.212
30 H -5.2297 2.1701 1.9696  0.215
31 H -3.1926 1.9497 0.1071  0.171
32 H -3.0613 1.5004 1.8269  0.210
33 H -3.6472 -0.9144 1.2296  0.233
34 H -3.8076 -0.5481 -0.5116  0.221
35 H -1.3870 -0.5876 1.4192  0.244
36 H -1.6275 -1.5875 -0.0306  0.268
37 H -1.6635 0.9836 -0.9997  0.432
38 H -0.9826 2.0312 1.0127  0.236
39 H 0.1913 2.2231 -0.3703  0.232
40 H 0.6490 -0.0724 1.7187  0.239
41 H 2.0371 1.1471 2.9863  0.243
42 H 2.5559 2.2628 1.6221  0.230
43 H -0.2774 2.6506 2.8864  0.202
44 H 0.2343 5.0294 2.3060  0.226
45 H 1.9360 4.5453 1.8381  0.225
46 H 0.5370 4.0345 0.8466  0.199
47 H 2.6405 -0.1283 0.6420  0.395
48 H 2.1142 -0.5769 -1.7124  0.254
49 H -0.4971 -1.0830 -1.7980  0.285
50 H -0.8578 1.4161 -2.9166  0.212
51 H 2.0438 1.2114 -3.5381  0.238
52 H 1.8101 1.9510 -1.8732  0.241
53 H 0.3571 3.7589 -2.9259  0.196
54 H 0.3340 2.8819 -4.5068  0.215
55 H 1.8737 3.5692 -3.9133  0.225
56 F 6.6172 -7.3530 1.3361  -0.333
57 C 5.5648 -6.5479 1.0824  0.385
58 C 4.5492 -6.9995 0.2607  -0.293
59 C 3.4630 -6.1710 0.0037  -0.191
60 C 3.4095 -4.8991 0.5620  -0.225
61 C 4.4413 -4.4582 1.3819  -0.196
62 C 5.5239 -5.2884 1.6492  -0.295
63 H 4.6110 -7.9905 -0.1724  0.220
64 H 2.6579 -6.5166 -0.6331  0.218
65 H 2.5655 -4.2426 0.3608  0.267
66 H 4.4024 -3.4654 1.8142  0.213
67 H 6.3321 -4.9635 2.2932  0.219

Computed properties:
Calculated total energy, Ha: -4292.57875
SMILES: CCCCCC[N@H+]1C[C@H](C[C@H](C)Cl)N[C@@H](C(=O)[O-])[C@@H]1[C@H](Br)CC.Fc1ccccc1
HOMO-LUMO gap, eV: 7.556
Net charge: 0
HOMO energy, Ha: -0.29092

=====

Here is an isolated ion of composition C4H11N3 and charge -1 in a non-equilibrium geometry from OMol25. Energies are from ωB97M-V with the def2-TZVPD basis set.

Last column: Löwdin spin population.
Atoms and positions in Å:
1 C -1.7838 -0.4887 -0.2118  0.051
2 C -1.1079 0.9617 -0.3669  0.079
3 C 0.3272 0.8754 0.2207  0.179
4 N 3.1848 -1.0310 -0.9749  0.031
5 C 2.3714 -0.3748 -0.2710  0.186
6 N 1.1151 0.0390 -0.6037  0.007
7 N -1.8161 -0.9268 1.1506  0.058
8 H -1.2086 -1.1416 -0.8395  0.004
9 H -2.8124 -0.3380 -0.6320  0.009
10 H -0.9147 1.1661 -1.4372  0.009
11 H -1.7950 1.6857 0.1037  0.047
12 H 0.3032 0.5606 1.3056  0.081
13 H 0.6779 1.8660 0.3514  0.058
14 H 4.1326 -0.4768 -0.7516  0.039
15 H 2.7516 0.2644 0.6102  0.061
16 H 0.6131 -0.7217 -0.9876  0.003
17 H -2.4124 -1.6431 1.4417  0.025
18 H -1.6259 -0.2765 1.8922  0.073

Computed properties:
Calculated total energy, Ha: -323.15637
2S+1: 2
HOMO-LUMO gap (spin up / spin down), eV: 2.741 / 9.165
Net charge: -1
HOMO energy (spin up / spin down), Ha: 0.04885 / -0.18969